Computed, not measured: an isolated molecule of C4H8N4, with the ωB97M-V functional and the def2-TZVPD basis.

As for the total charge: 0. Its orbital gap is 9.67 eV. The total energy comes out at -375.96526 Ha. As for the spin multiplicity: 1. Its HOMO energy is -8.8 eV.

```
16
Properties=species:S:1:pos:R:3:forces:R:3
C -1.623203 0.823366 -0.253707 0.1 0.1 2.9
H 2.546163 -0.462772 -1.347962 -0.3 1.7 4.1
H -0.409613 2.251656 0.647664 -0.3 0.8 0.6
C 1.369050 -0.693572 0.397381 -2.2 1.3 0.3
N -1.377447 -1.530303 0.214883 0.6 0.5 -4.9
H -2.330992 1.561752 -0.341005 -1.8 1.7 -0.9
C -0.141004 -0.975687 -0.215383 5.8 4.7 1.0
C 0.227374 0.163089 0.801434 -2.5 0.6 1.2
N 2.371975 0.045625 -0.263086 0.4 1.8 -7.5
H 1.779068 -1.360968 1.117472 0.0 -0.5 0.6
H -0.367328 0.077860 1.758850 1.4 -0.7 -0.7
H 2.026774 1.147444 -0.722732 0.7 -4.4 2.2
H -1.420187 -1.954529 -0.785318 -1.8 -0.7 2.3
H -0.088685 -0.153264 -1.111919 -0.5 -3.2 0.8
N -0.385610 1.388243 0.170493 1.4 -3.6 -1.3
N -2.176329 -0.327941 -0.067064 -0.9 -0.1 -0.4
```
Forces are in eV/Å.

Results of the Mulliken charge analysis, in e, for atoms 1 through 8: C -0.167; H 0.314; H 0.256; C -0.075; N -0.334; H 0.482; C -0.309; C -0.248